Below is C10H24IO2P2Ti as an isolated structure at a distorted geometry, with properties calculated with the ωB97M-V functional and the def2-TZVPD basis.

Computed properties:
**Net charge**: +2
**Orbital gap (spin up / spin down)**: 5.11 / 6.35 eV
**ΔE to the lowest compared entry with this formula, charge and spin**: 8.446 eV
**Spin multiplicity**: 2
**⟨S²⟩**: 0.812

Geometry as XYZ:
```
40
Properties=species:S:1:pos:R:3:mulliken_charge:R:1
O -1.68 1.12 2.33 -0.38
H -2.09 2.66 -0.17 0.36
H 2.55 -2.66 0.39 0.44
C 1.73 2.67 0.53 -1.20
C 1.69 -3.30 0.61 -1.34
H 1.92 3.71 0.25 0.42
P 0.27 2.18 -0.39 1.48
P 0.24 -2.75 -0.34 1.13
H 0.14 -0.21 -3.05 0.47
H 1.29 2.34 -2.53 0.38
O -2.96 -0.57 0.44 -0.27
C -1.16 2.97 0.33 -1.35
C 0.14 2.15 3.09 -1.72
Ti 0.27 -0.30 -0.48 -0.37
C -0.93 0.62 1.40 -0.02
H -0.47 2.69 -2.60 0.39
H 1.18 1.89 3.42 0.60
I 1.13 -0.47 2.31 0.11
H 1.46 -3.23 1.68 0.34
H -1.02 -4.60 0.45 0.44
H -1.40 0.55 -2.51 0.45
C -1.19 -3.52 0.45 -1.22
H -1.29 -3.15 1.47 0.38
H -0.70 1.73 3.70 0.48
H -2.09 -3.27 -0.11 0.37
H 0.68 3.90 -1.88 0.49
H 1.54 2.64 1.60 0.28
C 0.46 2.85 -2.04 -1.14
H -1.25 -1.24 -2.58 0.44
C 0.44 -3.50 -1.97 -1.30
H -1.34 2.76 1.37 0.48
C -0.72 -0.31 -2.35 -1.35
H -0.49 -3.40 -2.53 0.38
C -1.80 -0.32 0.33 0.63
H 2.59 2.02 0.33 0.42
H 1.90 -4.33 0.32 0.44
H -0.99 4.06 0.36 0.42
H -0.01 3.17 2.70 0.56
H 0.70 -4.55 -1.81 0.45
H 1.24 -2.99 -2.51 0.40
```